67
Properties=species:S:1:pos:R:3:mulliken_charge:R:1 method="wB97M-V/def2-TZVPD" relative_energy_kcal_mol=50.5 e_lumo_ev="-2.49 / -2.84" homo_lumo_gap_ha="0.1708 / 0.1566" homo_ev="-7.139 / -7.097" energy_ha=-1752.638281
O -0.1514 -1.4013 -5.6873 -0.611
H -0.2437 -1.1674 -6.6307 0.243
Hg -0.2777 0.1486 -2.7257 1.730
N 1.1457 -1.7324 -2.9499 0.379
N -1.0440 -2.0560 -1.6597 0.954
N 0.1863 2.2643 -2.1663 0.404
N -1.6266 0.9180 -0.9028 0.183
O 2.3549 -1.5773 -3.2051 -0.443
O 1.0879 2.8940 -2.8558 -0.830
O -2.3473 0.1758 -0.0522 -0.552
O -1.9914 -2.2341 -0.8100 -0.683
C -0.5835 -3.1730 -2.2839 -0.250
C 0.6105 -3.0060 -3.0259 0.531
C -0.5643 2.9756 -1.3343 0.500
C -1.5912 2.2280 -0.6370 0.200
C 1.2703 -4.0434 -3.8541 -1.364
H 1.2296 -3.7535 -4.9196 0.276
H 0.7843 -5.0233 -3.7423 0.387
H 2.3278 -4.1257 -3.5570 0.322
C -1.3114 -4.4478 -2.1042 -1.576
H -2.2850 -4.3955 -2.6207 0.278
H -1.5002 -4.6224 -1.0332 0.323
H -0.7392 -5.2828 -2.5189 0.458
C -0.2493 4.4095 -1.0910 -1.433
C -2.3785 2.8731 0.4396 -1.560
H 0.3740 4.8022 -1.9037 0.412
H 0.3141 4.5230 -0.1517 0.221
H -1.1711 4.9972 -1.0137 0.354
H -3.1465 2.1886 0.7960 0.409
H -2.8496 3.7904 0.0756 0.415
H -1.7279 3.1435 1.2781 0.202
H 1.2753 1.8756 -3.7192 0.472
H -2.1986 -0.8106 -0.3722 0.406
C -2.0189 -0.3753 -4.0964 -1.422
H -1.7823 -1.2043 -4.7641 0.462
H -2.1371 0.5749 -4.6430 0.285
H -2.9284 -0.5984 -3.4965 0.328
O 1.1461 1.0056 -4.3069 -0.840
H 0.3836 -0.6959 -5.2298 0.265
H 0.6212 1.3130 -5.0612 0.297
C 1.9167 2.9791 5.6068 -1.220
C 0.6961 2.0840 5.6126 -0.280
N 0.8154 0.9496 4.6744 0.176
C 0.3626 -0.3671 5.1779 -0.621
C -0.8950 -0.9185 4.5340 -0.963
C 0.8205 1.2700 3.3366 0.202
O 0.6286 2.4379 2.9503 -0.695
C 1.1226 0.1918 2.3322 -0.333
C 1.8967 -0.9541 2.5867 -0.241
C 2.0219 -1.8959 1.5660 -1.195
C 1.4546 -1.6034 0.3081 -0.045
N 0.8015 -0.4786 0.0425 0.473
C 0.6758 0.4140 1.0161 -0.328
H 2.8156 2.4035 5.8513 0.298
H 1.7852 3.7505 6.3698 0.387
H 2.0353 3.4567 4.6314 0.321
H 0.5493 1.6451 6.6038 0.389
H -0.1902 2.6752 5.3375 0.242
H 1.1821 -1.0898 5.0705 0.259
H 0.1991 -0.2317 6.2538 0.454
H -0.7668 -1.0966 3.4615 0.159
H -1.1339 -1.8736 5.0139 0.403
H -1.7396 -0.2382 4.6920 0.310
H 2.3857 -1.0891 3.5577 0.625
H 2.5402 -2.8428 1.7021 0.444
H 1.5590 -2.3061 -0.5125 0.204
H 0.1945 1.3534 0.7597 0.439

***

65
Properties=species:S:1:pos:R:3:mulliken_spin:R:1 method="wB97M-V/def2-TZVPD" e_lumo_ev="-7.73 / -10.91" s2=6.028 multiplicity=5 homo_lumo_gap_ha="0.3246 / 0.2353" homo_ev="-16.559 / -17.310" energy_ha=-1793.460662 total_charge=+3
Ir 0.8037 -0.7502 -0.4529 2.462
C 0.2968 -0.3804 -3.5052 0.074
N 0.9071 0.9379 -3.4361 0.012
C 1.9768 1.2043 -4.4102 0.002
C 0.6808 1.7114 -2.3712 -0.058
N 0.1295 1.1220 -1.2575 0.231
C -0.7413 1.8336 -0.4643 0.209
C -1.5489 2.8804 -0.9256 -0.061
C -2.3247 3.5909 -0.0432 0.158
C -2.3056 3.2977 1.3438 0.073
C -1.5707 2.2565 1.8235 0.018
C -0.8059 1.4537 0.9357 0.206
N -0.0770 0.3804 1.2969 0.350
C -0.0100 -0.0652 2.6131 -0.003
N -1.1162 -0.4087 3.2687 0.023
C -2.3704 -0.7215 2.5855 0.005
C -1.2433 -0.3392 4.7338 0.001
N 1.1984 -0.2001 3.1404 -0.002
C 1.5135 -1.1366 4.2247 0.002
C 2.3418 0.5915 2.6768 0.008
N 1.0190 3.0027 -2.3792 0.026
C 1.4027 3.7325 -1.1716 0.009
C 0.9442 3.8387 -3.5835 0.000
H 0.4982 -0.8110 -4.4822 0.009
H -0.7782 -0.3153 -3.3492 -0.011
H 0.7588 -1.0434 -2.7430 -0.019
H 2.5674 0.2967 -4.5281 0.000
H 2.6325 1.9880 -4.0476 0.000
H 1.5649 1.4851 -5.3780 0.001
H -1.5626 3.1280 -1.9783 0.001
H -2.9546 4.3935 -0.4035 0.001
H -2.8943 3.9046 2.0189 0.003
H -1.5651 2.0397 2.8823 -0.002
H -2.2026 -0.8438 1.5191 0.000
H -3.1027 0.0731 2.7345 0.000
H -2.7752 -1.6423 3.0049 0.001
H -0.4040 0.1960 5.1657 0.000
H -1.3215 -1.3313 5.1760 0.000
H -2.1564 0.2112 4.9601 0.002
H 1.6799 -0.6229 5.1709 0.001
H 2.4332 -1.6525 3.9513 0.004
H 0.7223 -1.8698 4.3370 -0.001
H 2.0737 1.1721 1.8005 0.003
H 3.1700 -0.0740 2.4352 -0.004
H 2.6615 1.2665 3.4710 0.002
H 1.5597 3.0480 -0.3425 -0.005
H 0.6429 4.4675 -0.9029 0.002
H 2.3371 4.2564 -1.3707 0.001
H 0.4725 3.3002 -4.3994 0.001
H 1.9296 4.1865 -3.8913 0.001
H 0.3328 4.7107 -3.3457 0.002
C -1.9491 -5.4740 -1.3087 0.001
C -0.5574 -5.0982 -0.9760 0.001
N 0.4492 -5.9019 -0.8614 0.007
N 1.5159 -5.1161 -0.5625 0.034
C 1.2113 -3.8344 -0.4817 -0.014
S 2.2184 -2.4866 -0.1027 0.177
N -0.1155 -3.7946 -0.7423 -0.004
N -0.8440 -2.5963 -0.7534 0.076
H -2.0080 -6.5580 -1.3679 0.000
H -2.2491 -5.0611 -2.2738 0.001
H -2.6480 -5.1312 -0.5439 0.001
H 2.4263 -5.5412 -0.4348 -0.001
H -1.3017 -2.5043 -1.6588 -0.007
H -1.5685 -2.6519 -0.0396 -0.007